{"formula": "C5H9N3", "method": "the ωB97M-V functional and the def2-TZVPD basis", "charge": 0, "orbital_gap_ev": 9.148, "mol_weight_g_mol": 111.15, "multiplicity": 1, "species": ["C", "C", "C", "C", "C", "H", "H", "H", "H", "H", "H", "H", "H", "H", "N", "N", "N"], "positions_angstrom": [[-0.752, 0.390, -3.421], [-0.193, -0.191, -1.059], [-0.034, 0.182, 0.309], [0.383, -0.871, 0.891], [0.289, 0.984, 3.115], [-0.601, 1.822, -4.045], [0.175, -0.639, -3.920], [-2.098, 0.004, -3.536], [0.251, -1.372, -1.190], [-0.088, 1.209, 0.321], [0.174, -1.991, 0.469], [1.172, -1.956, 2.511], [0.889, 1.726, 3.705], [-0.261, 1.201, 2.274], [-0.669, 0.667, -1.947], [0.435, -1.089, 2.307], [0.928, -0.076, 3.215]], "atomic_forces_ev_per_a": [[-1.4, 0.1, -0.2], [-0.4, -0.5, -4.9], [-0.2, 0.3, -4.2], [-1.0, -5.8, 5.8], [3.5, 2.5, 1.8], [-0.4, -4.7, 1.6], [-3.0, 3.4, 1.4], [4.5, 1.2, -0.3], [-1.5, 3.3, -1.0], [-0.1, 2.1, 1.5], [1.0, 3.0, 0.6], [-2.8, 2.8, -0.8], [-1.7, 0.1, -0.3], [-2.0, 0.8, -1.0], [1.7, -2.6, 0.2], [4.5, -3.0, 0.8], [-0.7, -3.1, -0.9]], "lowdin_charge": [-0.25, -0.24, -0.13, -0.19, -0.06, 0.16, 0.14, 0.12, 0.15, 0.09, 0.17, 0.18, 0.10, 0.02, -0.13, -0.08, -0.04]}

=====

{"formula": "C29H29BCl44NO4", "method": "the ωB97M-V functional and the def2-TZVPD basis", "charge": -1, "orbital_gap_ev": 5.659, "mol_weight_g_mol": 2026.30, "multiplicity": 1, "species": ["C", "C", "O", "B", "C", "C", "C", "C", "O", "C", "C", "C", "C", "N", "O", "C", "C", "O", "C", "C", "C", "C", "C", "C", "H", "H", "H", "H", "H", "H", "H", "H", "H", "H", "H", "H", "H", "H", "H", "H", "H", "H", "H", "H", "H", "H", "H", "H", "H", "H", "H", "H", "H", "C", "Cl", "Cl", "Cl", "Cl", "C", "Cl", "Cl", "Cl", "Cl", "C", "Cl", "Cl", "Cl", "Cl", "C", "Cl", "Cl", "Cl", "Cl", "C", "Cl", "Cl", "Cl", "Cl", "C", "Cl", "Cl", "Cl", "Cl", "C", "Cl", "Cl", "Cl", "Cl", "C", "Cl", "Cl", "Cl", "Cl", "C", "Cl", "Cl", "Cl", "Cl", "C", "Cl", "Cl", "Cl", "Cl", "C", "Cl", "Cl", "Cl", "Cl"], "positions_angstrom": [[-3.883, -2.779, -3.328], [-3.682, -1.242, -3.242], [-3.219, -0.796, -2.001], [-1.972, 0.021, -2.015], [-2.182, 1.520, -2.724], [-3.650, 1.990, -2.865], [-4.467, 2.004, -1.568], [-5.998, 2.002, -1.861], [-6.326, 2.526, -3.144], [-7.464, 1.853, -3.649], [-0.678, -0.665, -2.769], [-0.407, -2.194, -2.562], [-0.602, -2.717, -1.154], [-1.868, -3.247, -0.689], [0.340, -2.698, -0.388], [-1.668, 0.329, -0.388], [-0.281, 0.794, -0.054], [0.394, 1.560, -0.705], [0.350, 0.305, 1.268], [-0.375, -0.416, 2.225], [0.189, -0.814, 3.428], [1.513, -0.485, 3.701], [2.286, 0.216, 2.784], [1.676, 0.612, 1.553], [-3.852, -3.248, -2.347], [-4.873, -2.987, -3.754], [-3.165, -3.218, -4.031], [-4.705, -0.828, -3.358], [-3.126, -0.868, -4.113], [-1.731, 1.522, -3.733], [-1.634, 2.305, -2.181], [-4.140, 1.402, -3.650], [-3.644, 3.020, -3.251], [-4.257, 2.947, -1.047], [-4.299, 1.131, -0.938], [-6.556, 2.482, -1.043], [-6.289, 0.939, -1.842], [-8.183, 1.610, -2.852], [-7.141, 0.902, -4.100], [-8.002, 2.482, -4.363], [0.269, -0.149, -2.586], [-0.870, -0.547, -3.848], [-0.940, -2.836, -3.273], [0.655, -2.364, -2.779], [-2.146, -2.742, 0.147], [-1.638, -4.176, -0.339], [-2.361, 1.084, 0.011], [-1.918, -0.596, 0.148], [-1.419, -0.672, 2.079], [-0.428, -1.346, 4.147], [1.929, -0.784, 4.669], [3.299, 0.468, 3.035], [2.229, 1.176, 0.782], [2.101, -2.662, 7.875], [2.524, -1.541, 9.177], [2.141, -1.806, 6.320], [3.261, -3.999, 7.832], [0.477, -3.298, 8.160], [6.839, -2.252, 8.924], [5.945, -2.876, 10.316], [7.850, -0.894, 9.428], [7.864, -3.533, 8.260], [5.709, -1.704, 7.685], [-7.447, -3.782, -5.530], [-7.384, -4.936, -4.189], [-5.839, -3.633, -6.231], [-8.608, -4.364, -6.746], [-7.977, -2.209, -4.928], [-10.706, -8.055, -6.017], [-9.291, -7.509, -5.113], [-11.069, -6.911, -7.316], [-10.383, -9.648, -6.717], [-12.096, -8.163, -4.929], [10.554, 0.959, 7.221], [9.738, -0.494, 6.635], [11.153, 1.885, 5.834], [9.417, 1.955, 8.139], [11.901, 0.489, 8.265], [-10.822, 4.327, -2.895], [-12.062, 5.575, -2.692], [-10.977, 3.130, -1.603], [-11.040, 3.534, -4.460], [-9.223, 5.066, -2.825], [6.012, 1.678, 0.855], [6.477, 2.792, 2.149], [6.109, 2.520, -0.701], [7.119, 0.295, 0.843], [4.361, 1.117, 1.126], [-6.663, -2.234, -10.460], [-7.574, -2.818, -9.064], [-5.616, -0.901, -9.965], [-5.675, -3.551, -11.108], [-7.785, -1.673, -11.711], [5.408, 7.021, 2.219], [6.487, 6.957, 3.623], [3.743, 6.759, 2.745], [5.541, 8.609, 1.449], [5.867, 5.763, 1.072], [15.434, 3.340, 8.124], [16.269, 1.784, 8.029], [15.143, 3.750, 9.819], [16.437, 4.593, 7.378], [13.896, 3.232, 7.268], [13.542, 2.913, 2.612], [14.474, 3.491, 3.999], [13.094, 1.223, 2.864], [12.080, 3.890, 2.438], [14.521, 3.048, 1.145]], "atomic_forces_ev_per_a": [[-0.1, 0.3, -0.6], [-1.5, -0.2, 0.4], [0.6, -0.3, -0.5], [0.5, 1.5, 0.4], [-0.4, 0.0, -0.1], [0.7, 0.0, -0.2], [-1.1, 0.8, -0.7], [0.9, -1.1, 0.2], [-0.7, 0.2, 0.4], [0.0, 0.0, 0.2], [-0.6, -0.9, -0.3], [0.1, -0.3, -0.2], [0.8, 0.6, 0.5], [-0.1, -0.5, -0.5], [0.0, 0.0, 0.0], [0.2, -0.5, -0.2], [0.0, -0.5, 0.9], [-0.1, 0.2, -0.3], [-0.2, -0.3, 0.3], [-0.1, -0.1, 0.2], [0.2, 0.3, -0.2], [0.0, -0.1, 0.2], [-1.6, 0.1, -0.8], [0.6, -0.1, 0.6], [0.3, 0.1, -0.1], [0.1, 0.1, 0.1], [0.1, -0.2, 0.4], [0.2, 0.1, -0.1], [0.3, 0.0, 0.2], [-0.2, 0.1, 0.1], [0.0, -0.2, 0.0], [-0.1, -0.1, 0.3], [-0.2, -0.2, 0.0], [0.3, -0.3, 0.2], [0.3, 0.2, 0.0], [-0.1, 0.2, -0.3], [-0.1, 0.1, -0.1], [0.1, 0.1, 0.0], [-0.2, 0.1, -0.1], [0.3, 0.0, -0.1], [-0.2, 0.2, 0.2], [0.2, -0.1, 0.1], [-0.4, 0.3, 0.2], [-0.1, -0.1, 0.2], [0.0, 0.3, -0.1], [0.0, 0.0, 0.0], [0.1, 0.0, -0.2], [0.2, 0.2, 0.2], [0.1, 0.1, -0.3], [0.2, 0.0, 0.0], [-0.1, 0.7, -1.2], [0.0, 0.0, 0.1], [-0.8, -0.3, 0.5], [0.1, 0.0, 0.0], [-0.1, 0.0, 0.0], [0.0, -0.6, 1.1], [-0.2, -0.1, 0.1], [0.0, 0.0, 0.0], [0.0, 0.1, 0.0], [0.0, 0.0, 0.0], [-0.1, -0.1, 0.2], [0.0, 0.0, 0.0], [0.2, 0.1, 0.0], [0.1, 0.0, 0.1], [0.0, 0.1, 0.0], [-0.1, -0.1, -0.1], [0.0, -0.1, 0.4], [0.0, 0.0, 0.0], [0.1, 0.0, 0.1], [-0.2, -0.1, -0.1], [0.0, 0.0, 0.0], [0.0, 0.0, 0.0], [0.0, 0.0, 0.0], [-0.1, 0.0, -0.1], [0.1, 0.1, -0.1], [0.0, 0.0, 0.1], [0.0, 0.0, 0.0], [0.0, 0.0, 0.0], [0.1, 0.0, 0.0], [0.0, 0.0, 0.0], [0.0, 0.0, 0.0], [0.0, 0.0, 0.0], [0.0, -0.1, 0.0], [-0.1, -0.1, 0.0], [0.1, -0.3, 0.1], [0.0, 0.0, 0.0], [0.0, 0.0, 0.0], [1.6, 0.4, -0.7], [0.0, 0.1, 0.1], [0.1, 0.2, -0.5], [0.0, 0.0, 0.0], [0.0, 0.0, 0.0], [0.0, 0.0, 0.0], [-0.1, 0.0, -0.1], [0.0, 0.0, 0.0], [0.1, 0.0, 0.0], [0.0, 0.0, 0.0], [-0.1, 0.3, 0.0], [-0.1, 0.0, 0.0], [0.0, 0.0, 0.0], [0.0, 0.0, 0.0], [0.0, 0.0, 0.0], [0.1, 0.1, 0.2], [0.0, 0.0, 0.0], [0.0, 0.0, -0.2], [0.0, 0.0, 0.0], [0.0, 0.0, 0.0], [0.0, 0.0, 0.0]], "lowdin_charge": [-0.09, -0.29, -0.08, -0.74, -0.12, -0.22, -0.16, -0.23, -0.20, -0.14, -0.09, -0.12, -0.47, 0.11, 0.06, -0.03, -0.34, 0.08, -0.12, -0.04, -0.08, -0.14, -0.13, -0.08, 0.06, -0.01, 0.06, 0.10, 0.12, 0.09, 0.09, 0.09, 0.10, 0.11, 0.10, 0.11, 0.11, 0.07, 0.08, 0.06, 0.09, 0.08, 0.10, 0.10, 0.07, 0.08, 0.11, 0.07, 0.10, 0.10, -0.06, 0.03, 0.03, -2.01, 0.51, 0.62, 0.50, 0.53, -2.04, 0.52, 0.50, 0.52, 0.51, -2.02, 0.52, 0.55, 0.45, 0.54, -2.05, 0.50, 0.51, 0.52, 0.52, -2.03, 0.51, 0.49, 0.52, 0.51, -2.06, 0.51, 0.52, 0.52, 0.55, -2.00, 0.49, 0.52, 0.52, 0.69, -2.04, 0.48, 0.53, 0.52, 0.51, -2.05, 0.51, 0.53, 0.51, 0.50, -2.05, 0.52, 0.52, 0.52, 0.47, -2.05, 0.49, 0.52, 0.53, 0.52]}

=====

{"formula": "C9H18FO9Tl", "method": "the ωB97M-V functional and the def2-TZVPD basis", "charge": 2, "orbital_gap_ev": 2.881, "mol_weight_g_mol": 493.61, "multiplicity": 1, "species": ["Tl", "F", "C", "O", "C", "O", "O", "C", "H", "H", "H", "H", "H", "H", "C", "O", "C", "O", "O", "C", "H", "H", "H", "H", "H", "H", "C", "O", "C", "O", "O", "C", "H", "H", "H", "H", "H", "H"], "positions_angstrom": [[0.045, 2.642, 2.441], [0.336, 1.018, 0.255], [-3.306, -4.717, -1.654], [-2.618, -3.490, -1.282], [-1.318, -3.432, -1.431], [-0.586, -4.338, -1.720], [-0.919, -2.165, -1.168], [0.433, -1.808, -1.390], [-3.323, -4.800, -2.743], [-4.302, -4.612, -1.252], [-2.781, -5.579, -1.247], [1.085, -2.214, -0.598], [0.449, -0.716, -1.327], [0.820, -2.225, -2.324], [-4.173, 4.622, -0.067], [-4.061, 3.302, -0.566], [-3.017, 2.621, -0.235], [-2.125, 2.941, 0.509], [-3.036, 1.424, -0.846], [-1.877, 0.594, -0.866], [-3.935, 4.659, 0.994], [-5.224, 4.889, -0.150], [-3.604, 5.341, -0.649], [-0.948, 1.176, -0.777], [-1.874, 0.114, -1.860], [-2.009, -0.216, -0.146], [5.508, -0.007, 3.273], [4.279, 0.743, 3.268], [3.630, 0.911, 2.177], [2.726, 1.732, 2.064], [4.039, 0.155, 1.168], [3.606, 0.445, -0.153], [6.240, 0.441, 2.594], [5.368, -1.033, 2.939], [5.891, 0.030, 4.283], [3.072, 1.391, -0.217], [3.002, -0.370, -0.525], [4.507, 0.531, -0.772]], "atomic_forces_ev_per_a": [[0.3, -0.1, -0.1], [-0.8, 0.4, -0.3], [0.4, -0.2, -0.3], [-0.1, 0.5, 0.0], [-0.5, -1.1, -0.2], [0.3, 0.6, 0.0], [0.0, 0.3, 0.2], [0.5, -0.1, -0.1], [0.0, 0.1, 0.1], [-0.1, 0.0, 0.1], [-0.1, 0.1, 0.1], [-0.3, 0.1, 0.1], [0.2, -0.3, -0.1], [-0.2, 0.2, -0.1], [-1.0, 1.3, 0.8], [0.2, -1.0, -0.6], [-0.4, 0.7, 0.1], [0.4, 0.2, 0.3], [1.8, -0.8, -0.1], [-3.8, -1.7, 0.1], [0.3, 0.0, -0.1], [0.0, -0.2, -0.2], [0.3, -0.2, 0.0], [2.1, 0.7, 0.4], [0.6, 0.3, -0.3], [0.4, 0.4, 0.2], [0.9, -0.4, -0.5], [0.0, 0.1, 0.8], [0.3, -0.1, -1.0], [-0.9, 0.0, 0.0], [0.0, 0.0, 0.3], [0.3, 0.6, -0.8], [-0.2, 0.2, 0.1], [-0.3, 0.0, 0.2], [-0.2, 0.1, 0.1], [-0.1, -0.1, 0.2], [-0.2, -0.2, 0.1], [-0.1, -0.2, 0.1]], "lowdin_charge": [1.16, -0.29, 0.04, 0.05, -0.57, 0.23, 0.02, -0.01, 0.12, 0.10, 0.11, 0.13, 0.08, 0.13, 0.01, 0.09, -0.57, 0.04, 0.13, 0.04, 0.11, 0.12, 0.12, 0.11, 0.16, 0.13, 0.03, 0.08, -0.59, 0.00, 0.04, 0.01, 0.12, 0.11, 0.11, 0.09, 0.09, 0.12]}

=====

Total energy values (in eV) by entry order: -9791.4923, -591883.4520, -35439.5937.